[1]
# C30H24NO3

A cluster of 2 separate species, C30H24NO3 in total in a non-equilibrium geometry (wB97M-V/def2-TZVPD, the OMol25 dataset).

XYZ file:
```
58
Properties=species:S:1:pos:R:3:forces:R:3:nbo_charge:R:1
C -3.402 0.108 -3.755 0.318 -0.294 0.374 -0.63
C -2.056 0.366 -4.405 -0.276 0.523 -0.612 -0.07
O -1.008 -0.189 -3.638 -0.063 -0.029 0.382 -0.54
C 0.202 0.324 -4.024 2.702 0.061 0.251 0.74
C 1.361 -0.205 -3.355 -4.874 -1.486 1.001 -0.71
C 2.596 0.184 -3.571 6.399 2.277 -1.295 0.30
N 3.729 0.530 -3.738 -2.663 -0.866 0.515 -0.55
O 0.308 1.183 -4.889 -0.809 0.283 -0.413 -0.70
H -4.240 0.341 -4.418 0.205 -0.042 -0.026 0.20
H -3.446 -0.941 -3.458 -0.217 -0.075 -0.113 0.21
H -3.523 0.686 -2.837 0.068 0.083 -0.059 0.20
H -1.980 -0.085 -5.406 -0.324 0.192 0.089 0.16
H -1.845 1.440 -4.520 -0.317 -0.302 -0.103 0.20
H 1.205 -0.931 -2.576 -0.150 -0.260 0.120 0.20
C -3.053 5.312 1.511 -0.200 0.303 0.082 -0.22
C -2.495 4.941 0.305 0.048 0.132 -0.087 -0.22
C -1.742 3.790 0.219 0.208 -0.404 0.177 -0.22
C -1.541 2.981 1.339 -0.172 0.066 0.012 0.04
C -0.740 1.741 1.264 0.875 0.107 -0.648 -0.17
C 0.414 1.691 0.545 -0.805 0.126 0.596 -0.10
C 1.222 0.507 0.459 1.185 -0.018 -0.591 -0.14
C 2.464 0.542 -0.131 -1.262 -0.112 0.472 -0.02
C 3.346 -0.598 -0.322 0.431 -0.562 -0.077 0.00
C 2.873 -1.877 -0.656 0.020 0.405 -0.048 -0.21
C 3.745 -2.924 -0.855 0.101 -0.179 0.021 -0.20
C 5.106 -2.744 -0.691 0.111 -0.103 0.095 -0.20
C 5.595 -1.499 -0.343 0.149 -0.076 -0.001 -0.21
C 4.731 -0.437 -0.188 -0.489 0.166 0.034 -0.18
C 0.712 -0.678 1.081 -0.668 -0.168 0.670 -0.12
C -0.436 -0.701 1.800 0.750 -0.015 -0.629 -0.17
C -0.877 -1.962 2.417 -0.129 -0.115 0.210 0.04
C -0.758 -3.176 1.736 -0.007 0.485 -0.054 -0.23
C -1.134 -4.357 2.333 -0.042 -0.262 0.081 -0.21
C -1.622 -4.353 3.627 -0.038 -0.243 0.183 -0.22
C -1.746 -3.161 4.316 -0.087 -0.126 0.065 -0.22
C -1.390 -1.977 3.711 -0.008 0.315 -0.022 -0.21
C -1.184 0.547 2.002 -0.116 0.014 -0.091 0.56
O -2.140 0.595 2.757 -0.513 -0.097 0.281 -0.60
C -2.117 3.374 2.546 0.194 -0.228 0.109 -0.21
C -2.854 4.534 2.634 0.017 0.022 0.041 -0.21
H -3.647 6.209 1.580 -0.088 0.183 -0.017 0.20
H -2.637 5.555 -0.570 -0.055 0.070 -0.158 0.21
H -1.315 3.498 -0.725 0.087 -0.108 -0.260 0.22
H 0.746 2.577 0.036 0.215 0.271 -0.199 0.22
H 2.829 1.503 -0.457 0.119 0.156 -0.197 0.22
H 1.820 -2.042 -0.800 -0.114 0.039 -0.177 0.22
H 3.365 -3.892 -1.140 -0.100 -0.111 -0.050 0.21
H 5.785 -3.575 -0.821 0.039 -0.050 -0.067 0.21
H 6.655 -1.358 -0.198 0.099 0.062 -0.036 0.21
H 5.118 0.534 0.068 0.106 0.274 -0.008 0.21
H 1.300 -1.574 1.058 0.157 -0.147 0.024 0.22
H -0.407 -3.178 0.719 0.107 0.023 -0.251 0.21
H -1.062 -5.285 1.788 0.041 -0.117 -0.084 0.21
H -1.910 -5.279 4.099 -0.058 -0.161 0.047 0.20
H -2.136 -3.151 5.323 -0.043 -0.024 0.116 0.21
H -1.534 -1.039 4.220 0.065 0.022 0.108 0.23
H -1.984 2.744 3.411 0.003 0.071 0.070 0.23
H -3.266 4.831 3.584 -0.134 0.050 0.147 0.20
```
Forces are in eV/Å.

The calculation puts the energy at -39132.648 eV. The value obtained for the orbital gap is 4.725 eV. The energy above the lowest of the compared OMol25 structures with the same formula, charge and spin is 0.000 eV. The value obtained for the largest force on an atom is 6.91 eV Å⁻¹. The total charge is -1.


[2]
# C30H25BN12O5STi

A structure of composition C30H25BN12O5STi in a non-equilibrium geometry (wB97M-V/def2-TZVPD, the OMol25 dataset).

XYZ file:
```
75
Properties=species:S:1:pos:R:3:forces:R:3:mulliken_charge:R:1
Ti -0.401 -0.029 -0.068 2.332 -2.690 -1.079 -1.15
C -1.108 -3.748 -2.144 -0.087 0.155 -0.032 -1.67
C -0.896 -2.378 -2.184 0.008 -0.276 -0.376 -0.13
N -0.550 -1.912 -0.979 -0.180 -0.153 0.008 0.33
N -0.547 -2.991 -0.144 0.096 -0.166 0.374 0.42
C -0.877 -4.096 -0.825 0.013 0.195 -0.002 0.06
B -0.033 -2.847 1.330 -0.052 -0.137 -0.352 0.45
N 1.354 -2.141 1.227 -0.164 -0.288 0.191 -0.03
C 2.620 -2.527 1.446 -0.117 0.066 -0.140 0.00
C 3.452 -1.438 1.274 -0.057 0.312 0.002 -1.68
C 2.592 -0.401 0.928 0.385 -0.067 0.157 -0.63
N 1.329 -0.830 0.878 0.152 -0.064 0.373 1.36
N -1.004 -1.862 2.071 -0.107 -0.225 0.033 0.56
C -1.537 -1.968 3.292 0.113 -0.039 -0.124 -0.09
C -2.480 -0.966 3.450 -0.120 0.215 -0.027 -1.43
C -2.461 -0.273 2.247 -0.114 -0.143 0.324 -0.10
N -1.567 -0.820 1.417 -0.270 -0.056 0.378 0.37
N -0.054 -4.161 2.060 0.159 0.120 -0.108 0.07
C 0.844 -4.837 2.833 0.072 0.128 0.022 -0.04
C 0.228 -5.953 3.318 -0.201 -0.141 0.051 -0.92
C -1.082 -5.887 2.792 0.073 0.069 0.013 -0.36
N -1.250 -4.811 2.048 -0.008 -0.087 0.049 -1.03
H -1.396 -4.401 -2.951 0.069 0.053 0.009 0.46
H -0.942 -1.724 -3.040 0.063 0.037 0.019 0.42
H -0.950 -5.049 -0.332 0.068 0.015 0.028 0.55
H 2.873 -3.545 1.683 -0.029 0.047 -0.053 0.60
H 4.522 -1.402 1.392 -0.039 -0.016 -0.047 0.51
H 2.827 0.638 0.756 0.026 -0.038 -0.142 0.61
H -1.222 -2.744 3.971 -0.057 -0.050 -0.081 0.46
H -3.100 -0.780 4.310 0.014 -0.020 -0.027 0.46
H -3.044 0.580 1.938 -0.018 0.022 0.009 0.52
H 1.843 -4.482 3.010 -0.081 -0.023 0.034 0.38
H 0.645 -6.710 3.960 0.016 0.041 -0.035 0.45
H -1.900 -6.576 2.933 0.020 0.014 -0.011 0.49
O -4.324 5.608 -1.699 0.130 -0.182 -0.040 -0.56
N -3.989 5.554 -0.535 -0.276 0.398 0.002 0.95
O -4.354 6.318 0.330 0.164 -0.242 -0.028 -0.55
C -3.033 4.493 -0.140 -0.152 -0.261 -0.316 -0.19
C -2.286 4.749 0.939 0.226 0.164 0.334 -0.84
C -1.321 3.804 1.411 -0.374 -0.520 -0.905 0.88
C -0.581 3.997 2.564 0.837 -0.516 0.760 -0.61
C 0.250 2.969 3.009 -0.452 1.147 0.156 -1.18
C 0.374 1.822 2.262 -0.127 -0.610 -0.986 -0.18
N -0.258 1.627 1.085 -0.352 2.539 1.546 0.87
C -1.154 2.600 0.695 1.002 0.027 1.202 -0.41
C -1.985 2.307 -0.407 -0.905 -0.650 -1.411 0.34
N -1.856 1.039 -0.954 -2.454 1.935 -0.958 0.51
C -2.700 0.712 -1.964 1.203 -0.387 1.017 -0.40
C -3.621 1.583 -2.476 -0.678 1.394 -0.059 -1.15
C -3.753 2.868 -1.940 -0.201 -1.079 -0.663 -0.54
C -2.946 3.244 -0.872 0.701 0.006 0.681 0.56
H -2.429 5.680 1.472 0.004 0.009 -0.003 0.59
H -0.672 4.925 3.115 0.004 -0.052 0.050 0.52
H 0.804 3.058 3.933 -0.020 0.032 -0.024 0.46
H 1.001 1.013 2.609 0.050 -0.055 -0.125 0.55
H -2.622 -0.296 -2.346 0.084 -0.040 0.034 0.62
H -4.255 1.268 -3.293 0.004 0.008 0.024 0.48
H -4.485 3.552 -2.333 -0.041 0.007 -0.063 0.64
N 0.970 0.910 -1.708 -0.730 -0.006 1.005 -0.16
C 1.755 0.184 -2.675 0.295 -0.322 -0.478 0.60
C 1.169 -0.155 -3.886 -0.171 0.026 0.076 -0.22
C 1.888 -0.849 -4.842 -0.062 0.166 0.350 -1.23
C 3.203 -1.186 -4.563 0.278 -0.124 -0.116 -0.08
C 3.808 -0.852 -3.362 -0.432 0.203 0.035 -1.21
C 3.073 -0.151 -2.417 -0.055 -0.027 0.183 -0.09
S 4.149 -2.039 -5.790 1.384 -2.837 -2.657 1.38
O 3.837 -1.442 -7.075 -0.645 0.989 0.477 -0.70
O 3.717 -3.440 -5.764 -0.687 0.730 0.978 -0.70
O 5.545 -1.923 -5.431 0.057 0.840 0.993 -0.72
H 0.274 1.472 -2.188 0.245 0.228 -0.203 0.37
H 1.557 1.545 -1.177 0.107 0.155 -0.190 0.41
H 0.150 0.156 -4.097 -0.119 0.059 -0.021 0.42
H 1.444 -1.104 -5.795 0.154 -0.020 -0.047 0.43
H 4.842 -1.116 -3.186 0.004 -0.022 -0.153 0.53
H 3.545 0.135 -1.488 0.018 0.081 0.105 0.35
```
Forces are in eV/Å.

The calculation puts the energy at -94256.287 eV. The expectation value of S² is 0.75. The value obtained for the orbital gap (alpha / beta) is 2.910 / 2.789 eV. The energy above the lowest of the compared OMol25 structures with the same formula, charge and spin is 2.785 eV. As for the spin multiplicity: 2. The value obtained for the largest force on an atom is 4.13 eV Å⁻¹. The total charge is +1.


[3]
# C30H25Br2N6O2SSm

A structure of composition C30H25Br2N6O2SSm in a non-equilibrium geometry (wB97M-V/def2-TZVPD, the OMol25 dataset).

XYZ file:
```
67
Properties=species:S:1:pos:R:3:forces:R:3:nbo_charge:R:1
Sm 0.600 0.081 -0.392 1.416 1.113 0.719 2.13
Br 4.504 5.880 0.002 -0.115 -0.150 0.026 0.20
C 3.558 4.279 0.201 0.027 -0.024 0.126 0.05
C 3.714 3.482 1.271 0.173 0.411 -0.069 -0.36
C 3.049 2.199 1.336 -0.248 -0.194 -0.008 0.20
N 2.153 1.781 0.515 0.323 0.042 -0.010 -0.57
C 1.748 2.722 -0.499 0.061 0.543 0.080 0.26
C 2.696 3.867 -0.937 -0.010 -0.049 -0.155 -0.32
C -0.719 3.432 -0.091 0.110 0.073 0.097 0.22
C -1.671 4.415 -0.286 -0.092 0.022 0.028 -0.22
C -3.015 4.066 -0.281 -0.015 0.048 -0.011 -0.04
Br -4.332 5.379 -0.525 0.141 -0.166 0.011 0.18
C -3.356 2.737 -0.085 -0.136 0.075 0.013 -0.27
C -2.342 1.821 0.099 0.058 0.040 0.047 0.08
N -1.035 2.135 0.093 -0.097 -0.083 -0.014 -0.56
H 4.394 3.750 2.067 -0.022 -0.027 0.010 0.27
H 3.328 1.533 2.148 0.013 -0.037 -0.030 0.22
H 3.299 3.714 -1.835 0.006 -0.015 0.020 0.26
H -1.377 5.447 -0.427 0.034 -0.013 0.012 0.24
H -4.388 2.418 -0.078 0.012 -0.007 0.019 0.26
H -2.595 0.780 0.251 0.003 -0.017 -0.045 0.22
C -5.605 -3.558 2.772 -0.039 0.007 -0.026 -0.64
C -4.551 -3.132 1.795 -0.025 -0.025 -0.041 0.05
C -3.618 -2.148 2.129 0.019 0.032 -0.023 -0.22
C -2.628 -1.782 1.238 -0.114 -0.055 -0.166 -0.13
C -2.585 -2.387 -0.016 0.260 -0.036 -0.147 -0.40
C -3.506 -3.359 -0.374 0.055 0.047 -0.231 -0.15
C -4.485 -3.722 0.534 -0.014 0.052 0.046 -0.20
S -1.207 -2.061 -1.071 -0.111 -0.790 0.549 2.32
O -1.154 -2.955 -2.176 -0.207 -0.078 0.044 -0.87
O -1.232 -0.600 -1.438 -0.649 -0.277 -0.165 -1.02
N 0.073 -2.058 -0.105 -0.708 -0.094 -0.746 -1.10
C 0.895 -3.160 0.150 0.188 -0.530 0.164 0.21
C 0.487 -4.470 0.199 -0.060 0.426 -0.033 -0.22
C 1.403 -5.489 0.517 0.170 -0.141 0.051 -0.17
C 2.709 -5.199 0.788 -0.075 -0.103 0.005 -0.17
C 3.168 -3.864 0.722 -0.100 0.211 -0.071 -0.08
C 4.509 -3.497 0.951 -0.063 0.104 -0.031 -0.08
C 4.880 -2.187 0.811 0.173 -0.102 0.050 -0.26
C 3.917 -1.239 0.451 -0.164 0.130 -0.058 0.08
N 2.641 -1.521 0.252 -0.316 0.042 -0.064 -0.55
C 2.259 -2.833 0.386 -0.071 -0.143 -0.004 0.13
H -5.454 -3.105 3.749 -0.008 -0.017 0.007 0.23
H -5.605 -4.642 2.884 -0.005 0.008 0.031 0.24
H -6.595 -3.271 2.411 0.003 0.002 0.014 0.24
H -3.660 -1.686 3.107 0.012 -0.004 -0.001 0.23
H -1.883 -1.048 1.516 0.036 -0.004 0.138 0.19
H -3.437 -3.818 -1.353 -0.045 -0.058 0.051 0.25
H -5.208 -4.483 0.266 0.018 -0.009 -0.019 0.24
H -0.547 -4.710 -0.014 0.008 -0.082 0.044 0.23
H 1.059 -6.513 0.553 -0.007 0.011 -0.006 0.24
H 3.410 -5.983 1.043 -0.005 0.003 -0.005 0.23
H 5.231 -4.256 1.225 0.012 0.003 -0.012 0.24
H 5.903 -1.874 0.964 -0.014 0.009 -0.007 0.24
H 4.211 -0.205 0.311 -0.010 0.010 0.008 0.19
C 0.151 2.280 -3.853 -0.025 -0.014 -0.046 -0.67
C 0.766 2.824 -2.609 0.034 -0.069 -0.156 0.55
N 1.215 2.028 -1.674 0.211 0.063 0.013 -0.69
C 0.736 3.806 -0.048 -0.183 -0.237 -0.202 -0.29
C 1.378 4.652 -1.190 0.110 0.096 0.222 -0.01
N 0.845 4.154 -2.449 0.013 -0.039 0.075 -0.58
H -0.045 1.217 -3.739 0.002 -0.005 -0.026 0.25
H 0.815 2.423 -4.706 0.040 0.008 0.036 0.27
H -0.787 2.792 -4.073 0.004 0.001 0.021 0.25
H 1.002 4.205 0.930 0.092 0.062 -0.052 0.26
H 1.382 5.736 -1.141 -0.063 0.002 -0.083 0.25
H 0.536 4.782 -3.172 -0.023 -0.002 -0.013 0.44
```
Forces are in eV/Å.

The calculation puts the energy at -213365.044 eV. The expectation value of S² is 8.76. The value obtained for the orbital gap (alpha / beta) is 6.956 / 7.004 eV. The energy above the lowest of the compared OMol25 structures with the same formula, charge and spin is 1.849 eV. As for the spin multiplicity: 6. The value obtained for the largest force on an atom is 1.94 eV Å⁻¹. The total charge is +2.


[4]
# C30H25FeN5O2P

A structure of composition C30H25FeN5O2P in a non-equilibrium geometry (wB97M-V/def2-TZVPD, the OMol25 dataset).

XYZ file:
```
64
Properties=species:S:1:pos:R:3:forces:R:3:nbo_charge:R:1
Fe -1.495 -0.765 0.257 0.182 0.925 0.931 1.35
O 2.005 4.502 0.204 -0.995 -1.175 -0.121 -0.70
C 1.823 4.408 1.521 0.124 -0.731 -0.581 0.38
C 2.812 4.914 2.353 0.568 1.336 -0.251 -0.29
C 2.698 4.907 3.702 -0.086 -1.483 1.815 -0.15
C 1.694 4.065 4.309 -0.152 0.983 -1.615 -0.27
C 0.674 3.564 3.481 0.855 -0.725 1.157 -0.14
C 0.746 3.684 2.087 0.064 0.906 0.056 -0.27
C -0.169 3.021 1.156 1.283 0.881 -1.271 0.60
O -0.049 3.277 -0.100 -0.214 -0.287 0.699 -0.73
N -0.886 2.020 1.610 -0.725 -1.410 0.050 -0.44
N -1.453 1.287 0.630 -2.958 0.457 -2.036 -0.34
C -2.245 1.824 -0.325 2.058 -0.055 2.163 0.01
C -2.891 0.984 -1.306 -0.023 -1.479 -0.507 0.18
C -3.388 1.448 -2.550 0.432 -0.223 1.338 -0.21
C -4.070 0.559 -3.368 0.304 0.218 0.557 -0.12
C -4.145 -0.777 -2.963 -0.479 -0.095 -0.459 -0.25
C -3.596 -1.214 -1.764 0.204 1.616 -1.292 0.07
N -2.944 -0.350 -0.952 -1.493 0.184 -1.622 -0.61
H 1.175 3.857 -0.152 0.855 1.515 0.062 0.49
H 3.690 5.394 1.933 -0.300 0.082 -0.334 0.22
H 3.492 5.426 4.290 -0.825 -0.712 -0.299 0.22
H 1.782 3.778 5.338 -0.361 0.294 0.428 0.22
H -0.126 2.939 3.921 0.554 0.419 -0.342 0.22
H -2.426 2.892 -0.361 0.178 -0.031 0.034 0.24
H -3.152 2.482 -2.790 -0.449 -0.136 -0.131 0.25
H -4.546 0.923 -4.279 0.285 -0.311 0.117 0.25
H -4.631 -1.481 -3.640 0.063 0.040 0.420 0.24
H -3.651 -2.260 -1.565 0.220 -0.504 0.669 0.22
N 0.576 -3.003 0.733 -1.860 0.502 0.830 -0.89
P 0.377 -1.830 -0.494 0.652 0.214 0.392 1.03
C 0.240 -2.519 -2.173 0.931 0.994 1.096 -0.36
C -0.232 -3.794 -2.336 -0.607 0.071 -1.247 -0.22
C -0.779 -4.142 -3.584 1.311 -0.416 0.906 -0.18
C -0.707 -3.232 -4.622 -0.856 -0.945 -0.937 -0.20
C -0.204 -1.943 -4.441 -0.126 0.592 -0.424 -0.19
C 0.341 -1.584 -3.213 -1.500 -1.289 -0.726 -0.20
C 1.857 -0.870 -0.359 1.520 0.488 -0.237 -0.45
C 1.992 0.367 0.317 0.736 -0.640 -0.872 -0.12
C 3.133 1.150 0.078 0.010 -1.394 -0.514 -0.20
C 4.159 0.710 -0.795 -1.408 0.599 -0.232 -0.17
C 3.986 -0.481 -1.465 -0.092 -1.167 0.781 -0.20
C 2.924 -1.341 -1.126 -0.118 1.221 -0.963 -0.18
C -0.139 -2.771 1.943 -1.985 -0.190 0.283 0.40
C 0.082 -3.385 3.179 0.698 -0.801 0.311 -0.28
C -0.715 -3.074 4.304 -0.313 2.036 -0.595 -0.10
C -1.785 -2.156 4.181 1.039 -0.603 -1.153 -0.26
C -2.039 -1.675 2.888 -0.651 -0.417 3.020 0.09
N -1.290 -1.955 1.865 2.457 -0.982 -1.879 -0.63
H 1.384 -3.589 0.729 0.433 -0.287 0.481 0.43
H -0.128 -4.482 -1.530 -0.395 -0.538 0.492 0.23
H -1.097 -5.176 -3.721 -0.114 0.377 -0.221 0.23
H -1.070 -3.649 -5.586 0.226 0.985 0.537 0.24
H -0.319 -1.156 -5.223 0.456 -0.960 0.481 0.24
H 0.691 -0.593 -3.118 0.456 0.899 0.561 0.24
H 1.222 0.640 1.011 -0.320 0.675 0.124 0.22
H 3.187 2.131 0.460 0.086 0.925 0.738 0.24
H 4.968 1.369 -1.109 -0.192 -0.062 0.389 0.23
H 4.671 -0.777 -2.237 0.333 -0.191 -0.043 0.23
H 2.776 -2.275 -1.647 0.330 -0.120 -0.228 0.21
H 0.891 -4.144 3.322 -0.636 0.957 -0.317 0.24
H -0.377 -3.310 5.303 -0.107 -0.704 -0.085 0.24
H -2.381 -1.729 4.971 0.107 -0.449 0.331 0.25
H -2.924 -1.044 2.819 0.333 0.120 -0.719 0.22
```
Forces are in eV/Å.

The calculation puts the energy at -86730.064 eV. The expectation value of S² is 6.02. The value obtained for the orbital gap (alpha / beta) is 5.714 / 5.301 eV. As for the spin multiplicity: 5. The value obtained for the largest force on an atom is 3.62 eV Å⁻¹. The total charge is +1.